# 1
The following is a DFT calculation (wB97M-V/def2-TZVPD) of C10H27CrO7 as an isolated structure at a distorted geometry.

Values from the calculation:
HOMO (spin up / spin down) = -2.37 / -3.60 eV
<S²> = 6.010
Relative energy (zero: lowest compared OMol25 entry of this formula, charge and spin) = 0.000 eV
DFT total energy = -1968.2994 hartree

Structure (ORCA input):
```
! RIJCOSX wB97M-V def2-TZVPD def2/J DEFGRID3
* xyz -1 5
Cr -15.460 -18.185 12.984
C -19.234 -17.538 11.554
C -18.287 -18.703 11.240
O -16.948 -18.466 11.352
H -20.259 -17.941 11.634
H -19.284 -16.808 10.744
H -19.100 -17.040 12.520
H -18.505 -18.994 10.187
H -18.615 -19.596 11.830
C -13.006 -14.821 11.552
C -13.785 -15.784 12.434
O -14.641 -16.596 11.747
H -12.349 -15.298 10.812
H -12.302 -14.164 12.092
H -13.616 -14.123 10.965
H -14.337 -15.128 13.159
H -13.030 -16.379 12.997
C -12.249 -19.987 14.366
C -12.666 -19.472 12.989
O -13.979 -19.562 12.630
H -11.167 -19.997 14.502
H -12.631 -20.990 14.604
H -12.745 -19.355 15.117
H -11.972 -19.857 12.211
H -12.385 -18.393 12.960
C -16.619 -16.186 15.025
C -15.797 -17.120 15.878
O -14.733 -17.655 15.088
O -16.894 -16.824 13.806
H -16.162 -15.201 14.875
H -17.549 -15.955 15.565
H -16.445 -17.933 16.224
H -15.418 -16.580 16.749
H -13.982 -17.868 15.650
H -17.593 -16.511 13.223
C -16.776 -22.242 13.667
C -17.275 -20.905 14.198
O -16.210 -19.989 14.241
O -15.538 -22.626 14.232
H -16.671 -22.231 12.575
H -17.565 -22.981 13.843
H -17.670 -21.046 15.214
H -18.133 -20.610 13.594
H -15.716 -20.084 15.059
H -14.923 -21.907 14.019
*
```

These are the Mulliken partial charges, in e, on atoms 1 to 8: atom 1 (Cr): 0.62, atom 2 (C): -1.03, atom 3 (C): -0.18, atom 4 (O): -0.62, atom 5 (H): 0.40, atom 6 (H): 0.25, atom 7 (H): 0.18, atom 8 (H): 0.26

# 2
The following is a DFT calculation (wB97M-V/def2-TZVPD) of C25H45N2OP3SeY as an isolated structure at a distorted geometry.

Values from the calculation:
HOMO (spin up / spin down) = -16.04 / -16.03 eV
Relative energy (zero: lowest compared OMol25 entry of this formula, charge and spin) = 1.374 eV
DFT total energy = -4627.1485 hartree

Structure (ORCA input):
```
! RIJCOSX wB97M-V def2-TZVPD def2/J DEFGRID3
* xyz 3 1
Y -0.523 0.576 -0.963
P -1.902 -2.081 0.160
P 1.252 -0.947 1.363
P 1.551 -1.816 -1.689
H -1.500 5.317 -4.523
C -1.481 4.363 -5.061
C -2.241 3.306 -4.769
H -2.811 3.221 -3.819
C -3.460 -1.829 1.122
C -1.286 -3.559 1.097
C -2.589 -2.983 -1.307
C 2.866 -0.050 1.370
C 0.770 -0.611 3.115
C 1.886 -2.661 1.645
C 1.094 -1.583 -3.454
C 1.613 -3.660 -1.746
C 3.356 -1.448 -1.846
H -0.829 4.337 -5.927
H -2.417 2.526 -5.530
H -3.523 -0.761 1.382
H -3.433 -2.434 2.039
H -4.345 -2.119 0.539
H -1.001 -3.254 2.115
H -0.424 -4.011 0.586
H -2.078 -4.322 1.177
H -2.546 -2.294 -2.164
H -3.631 -3.288 -1.132
H -1.977 -3.871 -1.517
H 3.600 -0.603 1.973
H 2.715 0.959 1.776
H 3.234 0.044 0.345
H 1.206 -1.346 3.808
H -0.319 -0.662 3.202
H 1.064 0.395 3.441
H 2.964 -2.670 1.848
H 1.718 -3.314 0.783
H 1.372 -3.122 2.499
H 1.642 -2.319 -4.058
H 1.357 -0.577 -3.793
H 0.014 -1.736 -3.589
H 1.727 -3.949 -2.800
H 0.675 -4.085 -1.365
H 2.467 -4.059 -1.183
H 3.652 -1.778 -2.852
H 3.932 -2.011 -1.096
H 3.530 -0.369 -1.733
C 0.315 2.100 -3.672
C 1.328 3.011 -4.035
C 2.148 2.723 -5.117
C 1.899 1.609 -5.930
C 0.765 0.824 -5.698
C -0.079 1.146 -4.650
O -0.244 2.108 -2.470
H 1.394 1.021 -1.026
H 1.534 3.864 -3.400
H 3.010 3.361 -5.336
H 2.550 1.366 -6.773
H 0.533 -0.054 -6.312
H -1.053 0.656 -4.582
C 0.469 3.293 3.361
N -0.794 2.636 3.649
C -1.605 2.086 2.683
Se -1.549 2.402 0.841
N -2.501 1.302 3.361
C -2.178 1.240 4.721
C -2.602 0.354 5.700
C -1.874 0.334 6.902
C -0.776 1.199 7.095
C -0.357 2.077 6.083
C -1.103 2.086 4.910
H 1.239 2.572 3.061
H 0.802 3.780 4.273
H 0.340 4.028 2.567
H -3.177 0.702 2.897
H -3.465 -0.272 5.498
H -2.149 -0.357 7.705
H -0.248 1.184 8.053
H 0.489 2.756 6.174
*
```

These are the Mulliken partial charges, in e, on atoms 1 to 8: atom 1 (Y): 0.46, atom 2 (P): 1.16, atom 3 (P): 1.13, atom 4 (P): 1.23, atom 5 (H): 0.29, atom 6 (C): -0.53, atom 7 (C): -0.41, atom 8 (H): 0.25

# 3
The following is a DFT calculation (wB97M-V/def2-TZVPD) of a 3-piece molecular cluster, C19H26BN3O5 overall at a distorted geometry.

Values from the calculation:
HOMO = -8.71 eV
Relative energy (zero: lowest compared OMol25 entry of this formula, charge and spin) = 2.029 eV
SMILES string = CC(=O)OC[C@@H]1C[C@H](B(O)N(C)C)C(=O)O1.c1ccncc1.c1ccncc1
DFT total energy = -1304.8526 hartree

Structure (ORCA input):
```
! RIJCOSX wB97M-V def2-TZVPD def2/J DEFGRID3
* xyz 0 1
C 5.692 0.102 1.846
C 5.783 0.406 0.278
O 5.938 1.604 -0.073
O 5.748 -0.594 -0.724
C 4.631 -1.526 -0.498
C 3.199 -0.817 -0.532
C 2.204 -1.024 0.734
C 0.842 -0.755 -0.059
B -0.581 -0.750 0.720
O -0.588 -0.479 2.162
N -1.908 -0.967 0.021
C -2.547 0.410 0.078
C -2.760 -1.926 0.794
C 1.096 -1.840 -1.231
O 0.370 -2.740 -1.666
O 2.457 -1.505 -1.605
H 5.371 1.050 2.398
H 6.722 -0.216 2.218
H 4.947 -0.735 2.088
H 4.675 -2.251 -1.392
H 4.834 -2.143 0.443
H 3.185 0.333 -0.642
H 2.431 -0.466 1.699
H 2.154 -2.134 1.048
H 0.918 0.261 -0.579
H -0.206 0.426 2.252
H -1.724 1.196 -0.091
H -3.398 0.524 -0.677
H -2.932 0.557 1.156
H -2.264 -2.375 1.717
H -3.011 -2.789 0.072
H -3.770 -1.468 1.108
C 3.400 5.809 -1.493
C 4.203 4.824 -0.936
C 4.027 3.516 -1.361
N 3.119 3.145 -2.280
C 2.354 4.117 -2.801
C 2.455 5.453 -2.446
H 3.508 6.844 -1.188
H 4.949 5.066 -0.190
H 4.634 2.711 -0.957
H 1.628 3.789 -3.538
H 1.812 6.195 -2.901
C -8.511 -3.374 0.576
C -8.623 -2.195 1.297
C -7.529 -1.346 1.338
N -6.362 -1.598 0.724
C -6.280 -2.749 0.034
C -7.317 -3.661 -0.070
H -9.345 -4.064 0.519
H -9.539 -1.940 1.814
H -7.569 -0.410 1.886
H -5.326 -2.931 -0.450
H -7.196 -4.572 -0.642
*
```

These are the Mulliken partial charges, in e, on atoms 1 to 8: atom 1 (C): -0.82, atom 2 (C): 0.74, atom 3 (O): -0.61, atom 4 (O): -0.33, atom 5 (C): -1.02, atom 6 (C): 1.32, atom 7 (C): -0.68, atom 8 (C): 0.26

# 4
The following is a DFT calculation (wB97M-V/def2-TZVPD) of C48H40FN6O5RhS as an isolated structure at a distorted geometry.

Values from the calculation:
HOMO (spin up / spin down) = -3.73 / -3.67 eV
Relative energy (zero: lowest compared OMol25 entry of this formula, charge and spin) = 2.101 eV
DFT total energy = -3166.1322 hartree

Structure (ORCA input):
```
! RIJCOSX wB97M-V def2-TZVPD def2/J DEFGRID3
* xyz 0 1
Rh -1.096 1.384 -1.027
F 0.741 -4.531 -1.672
C 1.120 -3.831 -0.600
C 0.554 -2.599 -0.371
C 0.929 -1.850 0.748
C 0.272 -0.566 0.993
O -0.637 -0.272 0.198
C 0.757 0.129 2.192
C 1.737 -0.444 2.950
N 2.272 -1.658 2.735
C 3.276 -2.164 3.632
C 2.931 -3.275 4.584
C 3.170 -1.889 5.098
C 1.883 -2.396 1.628
C 2.404 -3.663 1.400
C 2.029 -4.394 0.271
N 2.624 -5.678 0.087
C 1.989 -6.654 -0.793
C 2.627 -8.032 -0.443
N 3.376 -7.830 0.835
C 4.588 -6.989 0.604
C 4.071 -5.718 -0.124
C 0.346 1.408 2.797
O 0.815 1.806 3.827
O -0.635 2.128 2.170
H -0.172 -2.191 -1.056
H 2.115 0.099 3.802
H 4.272 -2.185 3.203
H 3.675 -4.035 4.783
H 1.910 -3.637 4.583
H 4.085 -1.682 5.634
H 2.316 -1.335 5.462
H 3.099 -4.108 2.098
H 2.141 -6.431 -1.851
H 0.918 -6.656 -0.603
H 3.322 -8.362 -1.212
H 1.870 -8.801 -0.305
H 3.568 -8.690 1.339
H 2.763 -7.174 1.353
H 5.320 -7.536 0.015
H 5.018 -6.746 1.574
H 4.308 -5.770 -1.193
H 4.531 -4.820 0.276
O -0.658 3.785 -0.227
S -1.554 4.168 -1.311
O -1.374 5.494 -1.842
N -1.415 2.970 -2.355
C -2.262 2.807 -3.427
C -2.800 3.810 -4.212
C -3.483 3.479 -5.395
C -3.663 2.179 -5.786
C -3.223 1.127 -4.955
C -3.406 -0.244 -5.239
C -3.030 -1.176 -4.313
C -2.499 -0.753 -3.085
N -2.266 0.508 -2.804
C -2.570 1.448 -3.742
C -3.262 4.078 -0.737
C -3.865 2.865 -0.428
C -5.156 2.851 0.077
C -5.840 4.044 0.276
C -5.252 5.249 -0.072
C -3.964 5.265 -0.590
H -2.648 4.842 -3.925
H -3.850 4.281 -6.023
H -4.142 1.948 -6.730
H -3.848 -0.539 -6.183
H -3.168 -2.232 -4.502
H -2.276 -1.466 -2.299
H -3.329 1.930 -0.575
H -5.626 1.904 0.311
H -6.840 4.027 0.695
H -5.792 6.177 0.065
H -3.486 6.189 -0.890
N -2.588 9.760 7.088
C -2.353 8.782 6.531
C -2.068 7.569 5.824
C -2.678 6.374 6.201
C -2.419 5.213 5.498
C -1.545 5.229 4.411
C -0.915 6.425 4.051
C -1.183 7.588 4.743
C -1.268 4.044 3.659
C -0.967 3.200 2.864
H -3.353 6.369 7.047
H -2.895 4.286 5.787
H -0.222 6.418 3.221
H -0.719 8.522 4.454
C 1.674 0.905 -2.461
C 2.140 -0.221 -3.116
C 1.263 -1.209 -3.678
C 1.747 -2.276 -4.404
C 3.118 -2.451 -4.608
C 4.006 -1.514 -4.056
C 3.546 -0.439 -3.333
H 0.604 1.102 -2.336
H 2.364 1.652 -2.090
H 0.196 -1.076 -3.532
H 1.056 -2.995 -4.831
H 3.492 -3.289 -5.187
H 5.074 -1.637 -4.212
H 4.242 0.291 -2.934
*
```

These are the Mulliken partial charges, in e, on atoms 1 to 8: atom 1 (Rh): 0.07, atom 2 (F): -0.40, atom 3 (C): 0.35, atom 4 (C): -0.47, atom 5 (C): 0.23, atom 6 (C): 1.94, atom 7 (O): -1.24, atom 8 (C): -0.95

# 5
The following is a DFT calculation (wB97M-V/def2-TZVPD) of C49H52BrClN2O6SeTa as an isolated structure.

Values from the calculation:
HOMO = -11.09 eV
Relative energy (zero: lowest compared OMol25 entry of this formula, charge and spin) = 0.139 eV
DFT total energy = -7951.9920 hartree

Structure (ORCA input):
```
! RIJCOSX wB97M-V def2-TZVPD def2/J DEFGRID3
* xyz 1 1
Ta 0.882 0.589 -1.835
C -6.377 0.168 0.624
C -5.705 1.517 0.882
C -5.701 1.775 2.397
C -6.522 2.609 0.177
C -4.269 1.546 0.365
C -3.655 0.440 -0.215
C -2.360 0.554 -0.680
Se -1.416 -0.983 -1.312
C -0.691 -1.485 0.394
C -1.390 -2.351 1.220
C -0.902 -2.634 2.487
C 0.283 -2.006 2.879
C 1.020 -1.137 2.080
C 0.505 -0.909 0.799
O 1.181 -0.117 -0.088
C 2.269 -0.412 2.598
C 3.486 -0.714 1.719
C 2.615 -0.824 4.032
C 1.998 1.101 2.603
C -1.613 -3.579 3.455
C -0.691 -4.765 3.773
C -1.943 -2.823 4.751
C -2.916 -4.123 2.870
C -1.648 1.753 -0.597
O -0.428 1.793 -1.224
C -2.181 2.849 0.079
C -3.506 2.699 0.503
C -1.458 4.160 0.422
C 0.056 4.116 0.202
C -1.665 4.467 1.916
C -2.054 5.293 -0.424
H -7.404 0.199 0.989
H -5.869 -0.646 1.148
H -6.413 -0.072 -0.441
H -6.721 1.743 2.785
H -5.283 2.753 2.639
H -5.113 1.017 2.920
H -7.556 2.586 0.528
H -6.525 2.462 -0.904
H -6.126 3.606 0.382
H -4.174 -0.504 -0.303
H -2.317 -2.786 0.869
H 0.648 -2.208 3.875
H 3.673 -1.782 1.664
H 4.371 -0.236 2.146
H 3.356 -0.332 0.709
H 2.831 -1.893 4.111
H 1.819 -0.575 4.736
H 3.511 -0.286 4.345
H 1.795 1.483 1.604
H 2.870 1.631 2.994
H 1.144 1.339 3.242
H 0.231 -4.441 4.261
H -0.427 -5.310 2.864
H -1.194 -5.463 4.446
H -1.043 -2.463 5.253
H -2.466 -3.484 5.445
H -2.585 -1.964 4.548
H -2.745 -4.700 1.957
H -3.625 -3.321 2.647
H -3.390 -4.788 3.592
H -3.968 3.548 0.987
H 0.517 3.294 0.755
H 0.487 5.047 0.575
H 0.331 4.022 -0.844
H -1.278 3.655 2.536
H -2.709 4.629 2.182
H -1.121 5.378 2.173
H -1.930 5.092 -1.491
H -1.550 6.234 -0.195
H -3.119 5.424 -0.228
Br 3.629 0.046 -1.949
C 4.226 1.661 -2.764
C 5.543 1.807 -3.066
C 5.948 2.999 -3.700
C 5.022 3.951 -4.012
C 3.652 3.777 -3.702
C 2.692 4.747 -4.073
C 1.375 4.542 -3.791
C 0.970 3.389 -3.090
C 1.847 2.407 -2.669
C 3.217 2.607 -3.028
H 6.263 1.032 -2.837
H 6.992 3.140 -3.944
H 5.323 4.860 -4.517
H 3.020 5.638 -4.594
H 0.631 5.268 -4.091
H -0.088 3.298 -2.879
O 1.017 -3.013 -7.011
C 1.696 -3.724 -6.124
O 2.271 -4.732 -6.428
C 1.709 -3.261 -4.697
C 2.287 -3.981 -3.667
Cl 3.002 -5.509 -3.647
N 2.130 -3.284 -2.521
N 1.492 -2.122 -2.735
C 1.238 -2.104 -4.044
C 0.602 -0.881 -4.579
O 0.237 -0.700 -5.708
O 0.500 0.046 -3.640
C 2.621 -3.681 -1.235
C 1.722 -3.881 -0.200
C 2.205 -4.330 1.020
C 3.562 -4.569 1.187
C 4.449 -4.351 0.141
C 3.980 -3.904 -1.085
H 0.604 -2.203 -6.643
H 0.662 -3.730 -0.361
H 1.515 -4.505 1.835
H 3.932 -4.930 2.138
H 5.507 -4.539 0.273
H 4.656 -3.742 -1.916
*
```

These are the Mulliken partial charges, in e, on atoms 1 to 8: atom 1 (Ta): 0.23, atom 2 (C): -2.00, atom 3 (C): 1.86, atom 4 (C): -1.53, atom 5 (C): -1.62, atom 6 (C): -0.02, atom 7 (C): -0.60, atom 8 (C): 0.02